## i
6
Properties=species:S:1:pos:R:3 method="wB97M-V/def2-TZVPD" smiles="O=[N+]([O-])C=S" homo_ev="-10.50 / -10.50" orbital_gap_ev="7.43 / 7.43"
C 0.61396 0.28766 -0.07840
N -0.67904 -0.28849 -0.06517
O -1.77829 -0.05209 -0.53044
O -0.51942 -1.59857 0.79665
S 0.81892 1.88646 -0.29508
H 1.54387 -0.23497 0.17244



## ii
6
Properties=species:S:1:pos:R:3 method="wB97M-V/def2-TZVPD" smiles="C1=NOSO1" homo_ev=-8.70 orbital_gap_ev=7.89
C -0.59090 -0.10891 -0.00408
N -1.09263 -1.25691 0.00757
O -1.41745 0.96954 0.00563
O -2.40003 -1.32054 -0.00277
S -3.02959 0.50213 -0.00112
H 0.46394 0.10592 -0.00035



Preferred: ii; penalty for the next structure: 0.0979 hartree.



## i
7
Properties=species:S:1:pos:R:3 method="wB97M-V/def2-TZVPD" homo_ev=-10.75 orbital_gap_ev=10.37
C -0.44863 -0.23800 -0.03388
N -0.97893 -1.29063 0.07559
O -3.49881 0.27625 1.00362
O -1.90206 0.99245 -0.73952
O -2.15388 -1.64096 -0.13927
S -3.17793 0.21776 -0.37364
H 0.44548 0.06757 0.35003



## ii
7
Properties=species:S:1:pos:R:3 method="wB97M-V/def2-TZVPD" homo_ev=-9.91 orbital_gap_ev=10.12
C 2.97606 0.03436 0.03225
N 1.08117 0.01623 0.49092
O 2.06653 -0.96667 0.16564
O 2.05206 1.01444 0.18711
O 0.08942 0.01552 -0.43206
S 4.55401 -0.02540 -0.13756
H -0.18727 -1.00941 -0.48254



Preferred: i; penalty for the next structure: 0.0328 hartree.



## i
37
Properties=species:S:1:pos:R:3 method="wB97M-V/def2-TZVPD" smiles="O=C(CSc1ccc(Cl)cc1)Nc1nnc(-c2cccc([N+](=O)[O-])c2)s1" homo_ev=-8.79 orbital_gap_ev=8.17
O -1.13096 0.96625 -0.97510
C -0.31897 1.38752 -0.18734
N 0.23074 0.59772 0.78373
C -0.07046 -0.73195 0.89102
N 0.45427 -1.50714 1.78637
N 0.02610 -2.75029 1.70532
C -0.82952 -2.96296 0.75854
C -1.41903 -4.25607 0.49150
C -2.32594 -4.43254 -0.54881
C -2.86302 -5.69110 -0.77207
C -2.51756 -6.78057 0.01863
C -1.61538 -6.59845 1.05259
C -1.06923 -5.35072 1.28994
H -0.36463 -5.19255 2.09066
H -1.33763 -7.43468 1.67500
H -2.95778 -7.74371 -0.18873
N -3.80380 -5.87268 -1.85404
O -4.25175 -6.98546 -2.02594
O -4.08663 -4.90244 -2.52164
H -2.61823 -3.61004 -1.18530
S -1.19991 -1.51513 -0.17890
H 0.94066 0.95257 1.41153
C 0.15229 2.82358 -0.16379
H -0.23603 3.32131 0.72736
H -0.19789 3.32208 -1.06720
S 1.98319 2.86851 -0.10677
C 2.36689 4.59418 -0.18600
C 3.72318 4.90918 -0.23028
C 4.13182 6.22461 -0.29452
C 3.17963 7.23458 -0.31616
C 1.82984 6.92912 -0.27126
C 1.42089 5.60829 -0.20453
H 0.36500 5.39517 -0.16999
H 1.09558 7.71884 -0.28840
Cl 3.68216 8.88448 -0.40028
H 5.18152 6.46827 -0.32998
H 4.45056 4.11222 -0.21516



## ii
37
Properties=species:S:1:pos:R:3 method="wB97M-V/def2-TZVPD" smiles="O=C(CSc1nnc(-c2ccncc2)s1)Nc1ccc(Cl)c(C(=O)O)c1" homo_ev=-8.68 orbital_gap_ev=8.06
O -1.63510 -2.48874 -1.75175
C -1.12107 -2.65806 -0.67541
N -1.45254 -2.02732 0.47942
C -2.37295 -0.99586 0.67312
C -3.18070 -0.50710 -0.34462
C -4.08157 0.52617 -0.09960
C -4.17513 1.06824 1.18519
C -3.37108 0.57275 2.20392
C -2.47584 -0.44489 1.95117
H -1.85136 -0.81795 2.75060
H -3.45405 0.99413 3.19278
Cl -5.28935 2.32103 1.55571
C -4.90805 1.03641 -1.22596
O -5.40259 2.13055 -1.29623
O -5.04694 0.12717 -2.19937
H -5.56995 0.49856 -2.92704
H -3.10772 -0.92221 -1.33611
H -0.92976 -2.29008 1.30728
C -0.03311 -3.72140 -0.51136
H 0.51255 -3.80150 -1.45111
H -0.50147 -4.68186 -0.28726
S 1.15653 -3.44581 0.83359
C 1.82429 -1.94021 0.30701
N 1.40182 -1.27806 -0.72051
N 2.06054 -0.16039 -0.92537
C 3.00033 0.08680 -0.07878
C 3.85323 1.25159 -0.11703
C 3.67644 2.21211 -1.11598
C 4.51955 3.30989 -1.12210
N 5.48165 3.49840 -0.23431
C 5.64715 2.58978 0.71071
C 4.86710 1.45067 0.81969
H 5.03940 0.73320 1.60826
H 6.44554 2.78538 1.41407
H 4.42238 4.08047 -1.87501
H 2.90044 2.08337 -1.85218
S 3.15140 -1.17526 1.15452



Preferred: ii; penalty for the next structure: 0.1071 hartree.



## i
9
Properties=species:S:1:pos:R:3 method="wB97M-V/def2-TZVPD" charge=-1 homo_ev=-1.94 orbital_gap_ev=6.71
C 0.60198 0.22713 0.44216
C 0.84238 -1.05415 0.27531
C -0.61660 1.03822 -0.03490
N -1.58980 0.22608 0.51701
O -2.10727 -0.68678 -0.17896
H 0.21481 -2.05986 0.24522
H 1.81674 -1.41712 0.59030
H -0.72286 2.05433 0.29381
H -0.43416 1.18702 -1.17569



## ii
9
Properties=species:S:1:pos:R:3 method="wB97M-V/def2-TZVPD" charge=-1 homo_ev="-1.25 / -1.25" orbital_gap_ev="3.42 / 3.41"
C -2.54720 -0.85513 -0.04868
C -1.47345 -0.26975 -0.15619
C -0.21317 0.21919 -0.19706
N 3.66143 0.29947 -0.24927
O 4.55100 -0.54604 0.09983
H -3.58991 -0.97521 -0.15680
H 0.42937 0.03046 -1.04055
H 0.16867 0.83505 0.59956
H 2.77066 0.12113 0.28136



Preferred: i; penalty for the next structure: 0.0205 hartree.